The following is a quantum chemistry calculation of Cl2H2OSi in the gas phase, from OMol25.

```
6
Properties=species:S:1:pos:R:3:mulliken_charge:R:1
O 1.21648 0.08643 0.61027 -0.40
Si -0.08526 0.01746 -0.36281 0.64
Cl -1.08586 -1.73448 -0.04955 -0.24
Cl -1.15879 1.65513 0.10567 -0.20
H 1.19380 0.21630 1.51437 0.32
H -0.08036 -0.24084 -1.81795 -0.12
```

Kohn-Sham gap ... 11.842 eV
Net charge ... 0
SMILES ... O[SiH](Cl)Cl
Energy relative to the best compared isomer or geometry (same formula, charge and spin) ... 13.2 kJ/mol
Molar mass ... 117.0 u

---

The following is a quantum chemistry calculation of a molecular structure, C22H31ClIrN7O2PS2Se, from OMol25.

```
68
Properties=species:S:1:pos:R:3:mulliken_charge:R:1
Ir -0.09011 0.77680 -0.45214 0.56
Se -5.98668 5.43460 -1.61954 0.30
N -4.23235 5.69371 -1.60996 -0.84
C -3.67858 4.55735 -1.28057 0.98
C -2.23442 4.37941 -1.14665 0.35
C -1.32489 5.41730 -1.33920 -0.67
C 0.01050 5.14267 -1.15563 -1.07
C 0.40002 3.85590 -0.79867 0.18
N -0.44379 2.83850 -0.63396 -0.22
C -1.76298 3.11811 -0.80137 -0.05
C -2.67746 2.00719 -0.59463 -0.08
N -2.09090 0.83079 -0.28839 0.05
C -2.86045 -0.20527 0.03585 0.22
C -4.25114 -0.12426 0.01554 -0.98
C -4.85931 1.05331 -0.35515 -0.78
C -4.05672 2.15341 -0.65549 0.34
C -4.58122 3.46284 -1.02761 0.97
N -5.85392 3.72773 -1.15258 -0.83
H -1.68049 6.40141 -1.61140 0.56
H 0.76665 5.90632 -1.26785 0.44
H 1.44092 3.65652 -0.61500 0.28
H -2.33768 -1.10744 0.30746 0.13
H -4.83224 -0.99660 0.27818 0.50
H -5.93562 1.15085 -0.40062 0.55
C -1.95751 -4.30318 -2.27500 -1.17
C -1.99844 -4.14176 -0.77337 0.13
O -0.66846 -4.15422 -0.21253 -0.38
P 0.13025 -2.85048 0.21823 1.04
S -0.04345 -1.45485 -1.30347 -0.72
S 1.88300 -3.41601 0.83728 -0.47
O -0.74784 -2.13619 1.35778 -0.35
C -0.68387 -2.53650 2.74471 -0.37
C -1.29074 -3.90062 2.98523 -1.12
H -2.97052 -4.44772 -2.65386 0.41
H -1.36679 -5.18013 -2.53836 0.31
H -1.52675 -3.42751 -2.75643 0.25
H -2.50729 -4.98572 -0.30910 0.41
H -2.51750 -3.22789 -0.47483 0.00
H -1.23324 -1.75971 3.27528 0.35
H 0.36088 -2.51217 3.05923 0.22
H -2.31937 -3.93526 2.62328 0.27
H -1.29958 -4.10944 4.05577 0.43
H -0.71374 -4.67941 2.48786 0.27
C 3.35909 -0.61877 2.58403 -1.15
N 2.89781 0.25913 1.50055 0.38
C 2.18268 1.47209 1.90482 -0.58
C 3.00433 -0.10001 0.23568 -0.15
N 2.13365 0.48036 -0.75298 -0.60
N 3.91767 -0.95692 -0.18719 0.49
C 5.20517 -1.13370 0.47965 -1.26
C 3.77881 -1.75581 -1.41180 -1.11
H 2.63625 -0.53549 3.39176 0.38
H 4.33890 -0.33384 2.96415 0.32
H 3.35611 -1.64678 2.23385 0.33
H 1.88403 1.36268 2.94220 0.33
H 1.28130 1.57283 1.29187 0.14
H 2.82613 2.34931 1.81733 0.25
H 1.89139 -0.26523 -1.41671 0.43
H 5.42582 -0.27963 1.11227 0.40
H 5.96189 -1.18320 -0.30194 0.40
H 5.23754 -2.05559 1.05994 0.35
H 4.34056 -1.30240 -2.22716 0.38
H 2.73507 -1.89859 -1.67858 0.34
H 4.17307 -2.74565 -1.19269 0.43
Cl 4.36008 1.37077 -2.15566 -0.17
C 2.74206 1.62701 -1.43179 -0.34
H 2.07388 1.92471 -2.23154 0.51
H 2.88051 2.42035 -0.70839 0.14
```

Kohn-Sham gap ... 6.735 eV
Net charge ... +1
Energy relative to the best compared isomer or geometry (same formula, charge and spin) ... 258.7 kJ/mol
Molar mass ... 827.3 u

---

The following is a quantum chemistry calculation of a molecular structure, C35H40B2F11LiMg2N2O8, from OMol25.

```
101
Properties=species:S:1:pos:R:3:mulliken_charge:R:1
C 6.81701 -3.25349 3.78905 -1.27
C 6.25730 -1.82414 3.59574 0.35
C 5.29263 -1.78398 2.40329 -0.23
C 5.07970 -0.35966 1.80619 -0.54
C 3.59826 0.00035 1.93727 0.24
C 3.14695 1.23512 1.13356 -0.99
C 1.68139 1.14758 0.67333 -0.69
C 0.76052 0.66222 1.82740 1.37
C -0.52678 1.48286 2.04241 -1.30
C -1.75865 0.92722 1.31255 -1.32
C -2.37492 -0.23298 2.03037 0.02
C -2.87547 -0.18081 3.28120 1.11
F -2.91568 0.93415 4.01521 -0.37
C -3.43868 -1.38464 3.95024 0.05
O -4.23902 -1.29589 4.85517 -0.64
C -2.98164 -2.69052 3.43006 -0.51
C -2.52735 -2.79250 2.17118 1.06
C -2.14073 -4.10545 1.54750 -1.14
O -0.73894 -4.28096 1.41849 -0.39
C -0.09147 -3.26945 0.64710 1.17
C 1.18526 -3.85753 0.06423 -0.91
C -2.48087 -1.54110 1.35498 0.58
O -2.57659 -1.59836 0.13797 -0.71
H 6.80023 -3.52633 4.85597 0.00
H 7.85670 -3.31715 3.41909 0.41
H 6.21796 -3.98211 3.23723 0.31
H 7.10224 -1.14075 3.44927 0.02
H 5.70590 -1.54401 4.49957 0.39
H 5.61705 -2.49477 1.62651 -0.15
H 4.33292 -2.13410 2.77943 0.33
H 5.72175 0.31694 2.37490 -0.02
H 5.38213 -0.40013 0.75195 0.44
H 3.39365 0.19484 2.99391 0.36
H 3.00581 -0.87336 1.62983 -0.31
H 3.78846 1.38659 0.25616 0.44
H 3.26011 2.12304 1.76929 0.32
H 1.60638 0.42139 -0.14675 0.30
H 1.34826 2.14278 0.35843 0.37
H 0.52043 -0.40147 1.71516 -1.26
H 1.31850 0.79089 2.75823 0.40
H -0.69512 1.49008 3.12454 0.49
H -0.38045 2.53430 1.76728 0.50
H -1.44961 0.61706 0.30786 0.38
H -2.47976 1.74106 1.16139 0.54
H -3.07563 -3.54607 4.09467 0.33
H -2.48967 -4.91178 2.19911 0.43
H -2.64257 -4.20579 0.57326 0.29
H -0.73433 -2.87349 -0.14269 0.41
H 0.18779 -2.46866 1.34530 -1.16
H 1.41092 -3.42136 -0.91454 0.52
H 1.94704 -3.59304 0.81551 -0.81
H 1.13054 -4.95083 0.01617 0.52
Mg 8.75614 -2.98512 5.48222 0.41
B 1.10211 -2.80409 4.03402 0.24
F 0.96147 -4.02560 4.69521 -0.38
F 1.95177 -3.01675 2.87188 -0.20
F -0.14273 -2.34342 3.56540 0.12
F 1.71359 -1.85493 4.85393 -0.38
C -5.74407 0.37057 -0.42598 -0.83
C -4.99972 1.51716 -0.93085 0.57
N -4.39244 2.40869 -1.30535 -0.51
H -5.80813 0.42338 0.66047 0.31
H -6.75087 0.36829 -0.84120 0.40
H -5.23348 -0.54955 -0.70930 0.15
B -7.66182 -1.70443 6.42399 0.63
F -6.40083 -2.03710 7.25468 -0.36
F -8.70830 -1.82677 7.30524 -0.32
F -7.48945 -0.44941 5.93521 -0.30
F -7.66553 -2.69655 5.44801 -0.39
C -4.43563 2.01382 -4.61638 -0.10
C -5.11180 2.13500 -5.82793 -0.67
C -4.44422 2.56968 -6.96428 -0.51
C -3.09894 2.89160 -6.87810 -0.08
C -2.41754 2.78293 -5.65599 -0.09
C -3.08892 2.33742 -4.52647 -0.45
C -0.96646 3.14835 -5.57055 0.67
O -0.33660 3.00135 -4.54700 -0.72
C -0.29698 3.68317 -6.78973 0.23
C 1.05770 4.10784 -6.70848 0.04
C 1.73793 4.56077 -7.91161 -0.75
C 1.07724 4.56567 -9.07698 -0.70
C -0.34519 4.15891 -9.14359 0.42
C -0.97174 3.74466 -7.92138 0.01
C -2.35602 3.37207 -8.06279 0.62
O -2.69663 3.46388 -9.21181 -0.70
H -4.95751 1.67135 -3.73457 0.19
H -6.16523 1.89115 -5.88502 0.39
H -4.96013 2.67029 -7.91063 0.47
H -2.56259 2.24591 -3.58601 0.63
H 1.56003 4.05949 -5.75137 0.55
H 2.76871 4.88181 -7.86320 0.42
H 1.57286 4.89899 -9.97900 0.40
H -0.91075 4.22565 -10.06776 0.55
Mg -5.37404 -3.55488 7.64701 1.12
N 8.27807 1.44382 3.59364 1.01
O 8.74480 0.37967 3.09427 -0.68
O 7.13195 1.80339 3.28148 -0.62
O 8.96136 2.09586 4.38908 -0.66
F -0.22131 5.32076 -5.53765 -0.59
Li 3.76296 -3.95601 0.72263 0.98
F -0.28295 2.67940 -9.41799 -0.30
```

Kohn-Sham gap ... 1.014 eV
Net charge ... 0
Energy relative to the best compared isomer or geometry (same formula, charge and spin) ... 0.0 kJ/mol
Molar mass ... 902.9 u

---

The following is a quantum chemistry calculation of a molecular structure, C55H40F6N2NbO8, from OMol25.

```
112
Properties=species:S:1:pos:R:3:mulliken_charge:R:1
C -2.94068 -6.79808 -5.49252 -0.85
C -2.64910 -5.70074 -4.64936 -0.26
C -2.72648 -4.32152 -5.17286 -0.41
Nb -1.78226 -2.80770 -3.76346 -0.26
C -0.91172 -1.81294 -5.53296 -1.38
F -0.24115 -4.03442 -3.56350 -0.73
C -3.63480 -1.49706 -3.96707 -0.83
N -3.32610 -0.31389 -4.81676 -0.39
O -2.68469 -3.82093 -2.18812 -0.44
N -3.81462 -3.25117 -1.69491 0.31
O -4.81017 -3.77975 -2.06313 -0.39
C -0.93444 -1.28765 -2.22981 1.16
F -0.87696 -1.93809 -1.00421 -0.26
F -1.77317 -0.21152 -1.98236 -0.32
C 0.44801 -0.70564 -2.43267 -0.40
C 0.78535 0.45616 -1.74345 -1.12
C 2.03256 1.03233 -1.84538 -0.63
C 2.99493 0.44310 -2.64841 -0.81
C 2.66971 -0.70947 -3.34169 -0.17
C 3.68612 -1.35672 -4.22958 0.95
F 3.15670 -1.68747 -5.41903 -0.27
F 4.18973 -2.47725 -3.72364 -0.27
F 4.71744 -0.55488 -4.49385 -0.30
C 1.41434 -1.28854 -3.22892 0.22
H -2.15434 -7.18987 -6.12432 0.22
H -3.93583 -7.20408 -5.56228 0.25
H -2.39857 -5.86825 -3.60746 0.39
H -2.27362 -4.32704 -6.15901 0.51
H -3.79656 -4.09811 -5.26005 0.19
H -0.02911 -2.36642 -5.86528 0.41
H -1.61176 -1.81277 -6.36170 0.43
H -0.62469 -0.78073 -5.36874 0.40
H -4.45484 -2.04806 -4.41680 0.49
H -3.94691 -1.11035 -3.00147 0.42
H -3.87122 -0.30669 -5.66271 0.16
H -3.45204 0.54594 -4.30845 0.20
H 0.05911 0.91240 -1.09662 0.86
H 2.24808 1.91620 -1.27392 0.57
H 3.96970 0.89249 -2.71516 0.50
H 1.19618 -2.19362 -3.77345 0.85
C -4.30586 3.49881 3.72700 -0.49
C -3.59588 2.51041 3.05220 -0.68
C -2.69791 2.85671 2.05683 -0.57
C -2.51402 4.19342 1.72582 0.20
C -3.24125 5.18511 2.38896 0.41
C -4.13033 4.83226 3.39659 -0.72
C -3.08963 6.62182 2.02234 0.53
O -3.71476 7.48525 2.60423 -0.70
C -2.14941 6.97004 0.91872 0.33
C -2.02606 8.29684 0.52561 -0.66
C -1.14590 8.63808 -0.48669 -0.47
C -0.37829 7.65671 -1.10632 -0.59
C -0.49983 6.33258 -0.72155 -0.59
C -1.39039 5.98411 0.28534 0.20
C -1.52779 4.55022 0.66861 0.56
O -0.85083 3.69676 0.13793 -0.71
H -5.00217 3.22531 4.50889 0.40
H -3.74403 1.46854 3.30315 0.46
H -2.14081 2.09336 1.53005 0.71
H -4.68367 5.60396 3.91375 0.49
H -2.62193 9.05550 1.01391 0.48
H -1.05428 9.67137 -0.79486 0.40
H 0.31328 7.92688 -1.89345 0.42
H 0.08994 5.56347 -1.20130 0.58
C 6.80032 3.70895 0.66028 -0.51
C 7.30686 4.91931 1.12297 -0.49
C 6.55704 5.70489 1.98168 -0.59
C 5.29142 5.28886 2.37514 0.28
C 4.77640 4.08239 1.89527 0.18
C 5.53789 3.29109 1.04502 -0.59
C 3.40606 3.63321 2.27103 0.59
O 2.95768 2.58400 1.86601 -0.68
C 2.59745 4.51745 3.15662 0.21
C 1.29858 4.14235 3.46925 -0.67
C 0.52916 4.94177 4.29767 -0.43
C 1.05919 6.11532 4.82488 -0.65
C 2.35434 6.49570 4.51171 -0.61
C 3.12549 5.70368 3.66995 0.32
C 4.50489 6.14103 3.31406 0.55
O 4.97489 7.16353 3.76989 -0.68
H 7.39139 3.09332 -0.00490 0.41
H 8.28998 5.24825 0.81270 0.40
H 6.94735 6.64402 2.34876 0.47
H 5.13541 2.35339 0.68637 0.56
H 0.89105 3.22892 3.05670 0.55
H -0.48733 4.65134 4.53317 0.49
H 0.45777 6.73635 5.47573 0.43
H 2.77038 7.40935 4.91317 0.48
C -2.04364 -9.21679 4.70200 -0.47
C -1.30007 -10.15762 3.99659 -0.45
C -0.45021 -9.75179 2.98227 -0.55
C -0.34637 -8.40428 2.66094 0.18
C -1.10590 -7.46318 3.35546 0.19
C -1.94701 -7.87358 4.38211 -0.53
C -1.04161 -6.01301 3.00214 0.52
O -1.69801 -5.20092 3.62246 -0.68
C -0.15795 -5.60556 1.87878 0.25
C -0.11948 -4.27146 1.49542 -0.71
C 0.70860 -3.87054 0.46037 -0.36
C 1.50556 -4.80230 -0.19459 -0.41
C 1.46891 -6.13596 0.17720 -0.83
C 0.63489 -6.54578 1.20918 0.24
C 0.58920 -7.98464 1.57486 0.65
O 1.28720 -8.80670 1.01533 -0.68
H -2.70280 -9.53484 5.49952 0.39
H -1.38473 -11.20878 4.24056 0.39
H 0.13456 -10.47598 2.43211 0.46
H -2.52533 -7.13658 4.92195 0.47
H -0.74312 -3.55019 2.00462 0.47
H 0.73113 -2.83668 0.16175 0.48
H 2.14988 -4.48585 -1.00422 0.51
H 2.08153 -6.86488 -0.33471 0.46
```

Kohn-Sham gap ... 3.453 eV
Net charge ... -1
Molar mass ... 1063.8 u